A cluster of 23 separate species, C33H112O23 in total at a distorted geometry, computed with ωB97M-V/def2-TZVPD.

The spin multiplicity is 1. The HOMO energy is -8.9 eV. For the total energy, the calculation gives -83122.344 eV. The energy above the lowest of the compared OMol25 structures with the same formula, charge and spin comes out at 85.3 kcal/mol. The frontier orbital gap is 9.030 eV. The total charge is 0.

Each line ends with the Löwdin charge.
Element x y z (Å)
C 5.30363 0.63924 1.72906  -0.146
O 4.44622 1.73815 1.78726  -0.149
H 5.41795 0.25936 0.71381  0.085
H 6.26223 1.01002 2.09197  0.084
H 4.98171 -0.16189 2.39439  0.077
H 4.21502 1.83994 2.71343  0.036
C -0.76287 -1.61471 4.43271  -0.155
O -0.45579 -2.32024 5.62365  -0.118
H -1.80135 -1.28925 4.37149  0.068
H -0.11098 -0.75702 4.26689  0.071
H -0.68542 -2.35215 3.63379  0.072
H 0.44103 -2.66259 5.63478  0.074
C 0.52462 -3.95388 -1.49324  -0.112
O -0.30262 -4.86845 -2.20221  -0.144
H 0.07525 -3.59719 -0.56645  0.079
H 1.51292 -4.35504 -1.26868  0.086
H 0.76197 -3.07409 -2.09136  0.079
H -0.37223 -5.62436 -1.61454  0.045
C 0.91208 -5.83507 -5.21061  -0.158
O 0.84627 -4.48929 -4.80909  -0.131
H 1.91349 -6.25671 -5.12411  0.067
H 0.29457 -6.51134 -4.61948  0.079
H 0.71561 -5.82074 -6.28267  0.079
H 0.42530 -4.43854 -3.94781  0.015
C -6.60232 0.84586 -2.08010  -0.156
O -5.42190 0.78959 -2.85157  -0.137
H -7.06376 -0.14052 -2.03284  0.077
H -6.34157 1.14988 -1.06636  0.076
H -7.37993 1.44320 -2.55613  0.082
H -5.04189 -0.05567 -2.60112  0.025
C -3.49270 0.58838 2.79504  -0.187
O -4.17768 -0.59438 2.62847  -0.107
H -2.41982 0.49088 2.62916  0.068
H -3.86541 1.41737 2.19341  0.081
H -3.65410 0.80450 3.85114  0.068
H -5.04755 -0.42115 2.99579  0.089
C 2.11705 -0.99613 1.61477  -0.150
O 2.44934 -2.22462 1.07735  -0.107
H 1.09649 -1.12292 1.97598  0.076
H 2.70858 -0.67313 2.47143  0.077
H 2.20412 -0.17847 0.89927  0.071
H 3.20311 -2.15033 0.48751  0.104
C 0.78166 3.07710 1.91651  -0.130
O -0.02509 1.98167 2.23446  -0.135
H 1.55964 2.95129 1.16351  0.080
H 0.16359 3.92065 1.60909  0.070
H 1.26338 3.41773 2.83304  0.068
H -0.59351 2.34206 2.91903  0.016
C -4.53527 -1.55590 -0.43124  -0.127
O -4.41744 -1.63002 -1.85676  -0.138
H -3.61240 -1.94714 -0.00305  0.069
H -4.49119 -0.51326 -0.11651  0.063
H -5.44437 -2.01317 -0.04066  0.086
H -3.93594 -2.38246 -2.20832  0.044
C 3.25451 2.65623 5.15498  -0.116
O 4.47474 2.49744 4.42629  -0.138
H 2.78666 3.58184 4.81961  0.062
H 2.56620 1.87451 4.83368  0.086
H 3.45924 2.67300 6.22544  0.087
H 5.09393 3.19987 4.63791  0.095
C -1.83022 -2.55483 -3.83592  -0.124
O -2.47526 -3.47354 -2.94999  -0.142
H -2.60510 -1.90860 -4.24828  0.070
H -1.06251 -1.94494 -3.35974  0.069
H -1.37168 -3.11687 -4.64953  0.078
H -1.80454 -4.03955 -2.56093  0.012
C -2.80662 2.87210 -1.23769  -0.114
O -4.03159 3.20724 -1.96706  -0.136
H -1.95080 3.52631 -1.40409  0.069
H -3.00166 2.90939 -0.16593  0.046
H -2.52077 1.85082 -1.48944  0.057
H -4.39227 2.50379 -2.51174  0.021
C 2.92311 1.10029 -1.80165  -0.112
O 1.67445 1.70889 -2.14615  -0.119
H 2.85761 0.01361 -1.85585  0.068
H 3.78686 1.38050 -2.40458  0.090
H 3.15723 1.14968 -0.73824  0.053
H 0.98175 1.25513 -1.66049  0.052
C 3.06158 2.50514 -5.30252  -0.153
O 1.85734 2.03616 -4.80005  -0.135
H 3.00361 2.51194 -6.39095  0.087
H 3.21414 3.51098 -4.91122  0.081
H 3.94533 1.92525 -5.03640  0.069
H 1.88965 2.04415 -3.84062  0.028
C 4.12332 4.96261 1.85591  -0.107
O 3.87079 4.26049 0.61929  -0.135
H 5.14479 4.88805 2.22894  0.080
H 3.76073 5.98236 1.72658  0.089
H 3.55756 4.53390 2.68309  0.048
H 4.15105 3.34974 0.73591  0.046
C -2.96894 5.26087 1.87888  -0.105
O -2.36070 5.32556 3.17654  -0.138
H -2.25079 5.54207 1.10863  0.067
H -3.34189 4.24943 1.71759  0.071
H -3.79798 5.96450 1.80336  0.086
H -2.16419 6.24989 3.34566  0.089
C 3.29834 -1.98041 -4.53096  -0.159
O 4.31075 -1.31752 -3.79440  -0.130
H 3.31219 -3.06913 -4.58197  0.069
H 2.34965 -1.64842 -4.10922  0.067
H 3.22141 -1.55304 -5.53073  0.081
H 5.11386 -1.30457 -4.32017  0.073
C -1.15707 -0.52334 -0.16219  -0.115
O -0.12319 0.45915 -0.13170  -0.137
H -1.30781 -0.70333 -1.22660  0.077
H -0.87716 -1.43184 0.37109  0.072
H -2.11772 -0.19614 0.23554  0.056
H -0.03067 0.90973 0.71092  0.026
C 0.68569 6.06252 -0.22518  -0.051
C 1.45785 5.26883 -1.31871  -0.520
C 0.83827 5.58453 -2.63623  -0.050
O 2.75973 5.72169 -1.35880  -0.040
H 1.03285 5.88418 0.79255  0.054
H -0.28371 5.56715 -0.17065  0.047
H 0.61401 7.13886 -0.38160  0.084
H 1.43131 4.20902 -1.06535  0.119
H -0.15560 5.16023 -2.77869  0.079
H 1.46272 5.16937 -3.42730  0.077
H 0.73110 6.65308 -2.82283  0.086
H 3.15084 5.33849 -0.57027  0.026
C 3.61455 -6.06583 3.84192  -0.062
C 3.20283 -5.19396 2.66054  -0.451
C 1.78917 -5.53036 2.09122  -0.051
O 3.31046 -3.82410 3.09757  -0.066
H 3.12076 -5.74794 4.76019  0.078
H 4.68822 -6.08331 4.02908  0.075
H 3.29398 -7.09329 3.66972  0.072
H 3.92323 -5.37691 1.86326  0.127
H 0.95077 -5.09379 2.63397  0.075
H 1.57465 -6.58045 1.89276  0.064
H 1.66016 -5.17417 1.06917  0.045
H 3.22127 -3.24314 2.33854  0.021
C -0.81986 4.19889 6.09403  -0.034
C -1.32623 2.81526 5.67275  -0.496
C -2.54710 2.37938 6.39437  -0.044
O -1.42111 2.84588 4.26522  -0.069
H -0.06885 4.51501 5.37005  0.079
H -0.49064 4.20528 7.13311  0.088
H -1.67600 4.85406 5.93323  0.077
H -0.54059 2.08363 5.86137  0.138
H -3.32433 3.14012 6.32156  0.089
H -2.34435 2.17755 7.44616  0.092
H -2.89718 1.46898 5.90783  0.069
H -1.79132 3.71280 4.08354  0.052
C -1.73314 -6.54444 1.41513  -0.058
C -1.94580 -7.17009 0.03347  -0.437
C -3.02432 -6.32803 -0.74280  -0.025
O -0.71413 -7.15622 -0.68105  -0.065
H -1.36745 -5.52742 1.27359  0.077
H -1.04014 -7.09712 2.04948  0.074
H -2.68421 -6.51867 1.94703  0.081
H -2.26806 -8.20485 0.14980  0.135
H -3.39160 -6.76961 -1.66920  0.085
H -2.72601 -5.30241 -0.96011  0.060
H -3.86009 -6.18936 -0.05698  0.077
H -0.24273 -7.92564 -0.35338  0.104
C -0.95310 0.26746 -6.50101  -0.063
C -1.60542 1.43709 -5.74038  -0.437
C -2.04154 1.00803 -4.30833  -0.037
O -0.68431 2.55305 -5.66870  -0.066
H -0.42960 0.58017 -7.40448  0.075
H -1.56789 -0.56375 -6.84631  0.072
H -0.19594 -0.13682 -5.82918  0.066
H -2.47442 1.72956 -6.32978  0.130
H -2.55323 1.85160 -3.84501  0.063
H -1.18575 0.67887 -3.71895  0.072
H -2.71541 0.17314 -4.50061  0.060
H 0.18325 2.21615 -5.43325  0.019